C6H5BBrF4Mn2NO2 | ωB97M-V/def2-TZVPD

Summary:
E_tot in Eh: -5736.54428
Kohn-Sham gap (spin up / spin down) in eV: 3.05 / 3.10
ΔE to the lowest compared entry with this formula, charge and spin in eV: 2.455
Lowest unoccupied orbital energy (spin up / spin down) in hartree: -0.4423 / -0.4404
Max |F| in eV/Å: 5.9

The geometry in ORCA input format:
```
! wB97M-V def2-TZVPD RIJCOSX def2/J DEFGRID3
* xyz 2 11
Br 0.807 1.495 -1.247
Mn 3.216 1.189 -1.933
Mn -1.293 2.400 -2.418
F 4.311 2.782 -4.319
F 2.502 3.156 -3.061
F 2.324 3.040 -5.345
F 2.683 1.167 -4.087
O -0.518 -3.867 0.311
O -0.850 -2.304 -1.197
N -0.797 -2.664 -0.007
C -1.318 -2.317 2.474
C -1.508 -1.523 3.580
C -1.449 0.385 2.190
C -1.532 -0.113 3.459
C -1.376 -0.443 1.028
C -1.182 -1.809 1.150
B 2.988 2.560 -4.192
H -1.357 -0.001 0.043
H -1.527 0.674 4.200
H -1.375 1.461 2.128
H -1.486 -1.887 4.597
H -1.263 -3.382 2.647
*
```

Atom charges from the Löwdin analysis, given in e for atoms 1 to 6: Br 0.323; Mn 1.223; Mn 1.343; F 0.224; F 0.080; F 0.138



C13H26ClF2IO4P | ωB97M-V/def2-TZVPD

Summary:
E_tot in Eh: -2110.62117
Kohn-Sham gap in eV: 7.15
Lowest unoccupied orbital energy in hartree: -0.1844
Max |F| in eV/Å: 3.4

The geometry in ORCA input format:
```
! wB97M-V def2-TZVPD RIJCOSX def2/J DEFGRID3
* xyz 1 1
I 0.461 -0.298 0.734
Cl -1.346 -2.279 4.515
P -0.240 0.181 3.054
F 2.537 1.860 3.595
F -0.508 1.805 3.212
O -2.442 2.437 -2.858
O 2.375 -2.276 -2.761
O -2.855 1.907 -0.756
O 3.972 -1.856 -4.221
C -0.511 2.980 -4.240
C -2.255 2.606 -1.543
C -3.597 0.980 2.969
C 3.354 -2.678 -3.596
C 1.982 1.093 4.631
C -1.745 -0.899 3.358
C -3.007 -0.128 3.949
C 1.251 -0.226 4.121
C 2.030 -3.711 -0.831
C 3.714 -4.135 -3.661
C -1.231 3.599 -1.070
C 1.451 -3.161 -2.119
C -1.937 3.330 -3.863
H -1.097 4.444 -1.741
H 1.244 1.763 5.173
H -4.586 1.313 3.422
H -0.277 3.090 -0.923
H 1.123 -3.948 -2.801
H -2.095 -1.368 2.384
H 4.051 -4.362 -4.673
H 2.323 -2.893 -0.167
H 1.013 -0.877 5.014
H -2.847 0.250 5.008
H -1.568 4.013 -0.119
H -2.581 3.200 -4.734
H -0.450 1.941 -4.570
H 4.525 -4.336 -2.960
H -3.849 0.572 1.946
H -2.968 1.908 2.890
H 2.767 0.770 5.379
H 2.880 -4.804 -3.460
H -3.824 -0.915 4.048
H -0.158 3.627 -5.045
H 0.166 3.084 -3.390
H -2.045 4.371 -3.551
H 2.009 -0.770 3.472
H 0.565 -2.564 -1.890
H 1.299 -4.338 -0.318
H 2.926 -4.305 -1.014
*
```

Atom charges from the Löwdin analysis, given in e for atoms 1 to 6: I 0.730; Cl 0.603; P 0.647; F -0.059; F -0.210; O 0.007



C10H21F3IO3OsP2 | ωB97M-V/def2-TZVPD

Summary:
E_tot in Eh: -1988.65933
Kohn-Sham gap (spin up / spin down) in eV: 6.75 / 4.70
ΔE to the lowest compared entry with this formula, charge and spin in eV: 2.905
Lowest unoccupied orbital energy (spin up / spin down) in hartree: -0.4849 / -0.5681
Max |F| in eV/Å: 9.2

The geometry in ORCA input format:
```
! wB97M-V def2-TZVPD RIJCOSX def2/J DEFGRID3
* xyz 3 5
Os -0.024 -0.892 -0.557
I -2.164 2.572 1.615
P 0.754 -0.816 1.610
P -0.539 0.515 -2.226
F 3.191 -0.991 -3.334
F 3.923 0.991 -2.744
F 5.110 -0.840 -2.286
O 3.789 -0.572 0.070
O -0.295 -3.842 -1.239
O 1.899 -0.306 -1.194
C -0.310 -0.442 -3.760
C 3.165 -0.446 -0.983
C 1.865 0.604 1.996
C 0.414 2.064 -2.450
C -2.234 1.189 -2.365
C 1.705 -2.338 2.011
C 3.876 -0.326 -2.356
C -1.997 0.584 0.714
C -0.340 -0.709 3.098
C -0.104 -2.694 -0.980
H -2.202 0.085 1.673
H 2.077 0.621 3.076
H -2.366 2.027 -1.674
H 0.760 -0.520 -3.983
H -0.914 0.225 3.108
H -0.713 -1.449 -3.594
H 0.042 2.656 -3.305
H -2.427 1.509 -3.396
H 2.678 -2.302 1.508
H -0.846 0.042 -4.590
H 1.345 1.526 1.708
H 1.468 1.824 -2.617
H 1.838 -2.427 3.100
H 0.258 -0.708 4.021
H -2.954 0.412 -2.107
H 2.798 0.484 1.425
H -1.025 -1.567 3.091
H 0.333 2.671 -1.541
H -1.756 -0.410 -0.100
H -2.850 0.920 -0.023
H 1.121 -3.198 1.656
*
```

Atom charges from the Löwdin analysis, given in e for atoms 1 to 6: Os 1.096; I 1.402; P 0.742; P 0.708; F 0.140; F 0.155



C9H13N4 | ωB97M-V/def2-TZVPD

Summary:
E_tot in Eh: -569.40924
Kohn-Sham gap (spin up / spin down) in eV: 4.78 / 8.44
ΔE to the lowest compared entry with this formula, charge and spin in eV: 3.831
Lowest unoccupied orbital energy (spin up / spin down) in hartree: -0.2089 / -0.1437
Max |F| in eV/Å: 3.1

The geometry in ORCA input format:
```
! wB97M-V def2-TZVPD RIJCOSX def2/J DEFGRID3
* xyz 1 1
N -1.990 -3.061 0.068
N -0.389 -1.880 -1.115
N -0.076 -1.100 -0.086
N -1.649 -3.445 -2.210
C 1.155 0.967 0.424
C 2.177 2.734 1.545
C 0.024 1.781 0.229
C 1.169 -0.428 -0.188
C -0.043 3.027 0.869
C -0.942 1.362 -0.730
C -1.368 -2.766 -1.056
C 2.289 1.484 1.028
C 0.996 3.488 1.635
H -1.401 -3.054 -3.196
H 3.021 3.314 1.864
H -1.985 1.727 -0.770
H 1.010 4.398 2.252
H -2.373 -4.119 -2.009
H -0.168 -1.448 0.809
H 3.121 0.812 1.110
H -1.539 -2.693 0.863
H 1.450 -0.539 -1.231
H -2.693 -3.838 0.141
H -0.622 0.592 -1.483
H -1.016 3.580 0.793
H 1.843 -0.898 0.444
*
```

Atom charges from the Löwdin analysis, given in e for atoms 1 to 6: N 0.203; N 0.090; N -0.015; N 0.169; C -0.158; C -0.066



C34H82O20 | ωB97M-V/def2-TZVPD

Summary:
E_tot in Eh: -2848.99674
Kohn-Sham gap in eV: 9.86
Lowest unoccupied orbital energy in hartree: 0.0200
Max |F| in eV/Å: 4.4

The geometry in ORCA input format:
```
! wB97M-V def2-TZVPD RIJCOSX def2/J DEFGRID3
* xyz 0 1
O -0.507 2.540 -6.329
O 2.901 -4.249 1.324
O -6.892 -0.702 -5.277
O 0.659 1.334 -0.743
O -0.222 3.557 4.083
O 3.489 1.535 2.028
O -5.396 -0.374 -3.443
O 1.750 -5.095 3.802
O 5.024 7.290 -1.579
O -3.717 -5.651 0.140
O -5.212 -2.208 -4.830
O -4.443 -0.959 1.608
O 5.584 1.156 1.242
O -0.455 -1.265 -1.697
O 3.753 4.623 -1.176
O -2.038 2.412 -3.721
O 4.436 -0.506 2.033
O -1.171 -5.196 -1.245
O 1.151 4.191 6.378
O -1.742 -2.052 2.862
C 2.462 4.079 -0.944
C -0.240 -1.132 -3.086
C 5.225 6.138 -2.328
C 0.733 -1.169 -0.873
C 5.837 2.571 1.047
C 0.465 2.548 4.715
C 3.370 -3.957 0.054
C 4.616 7.173 -0.255
C 4.369 0.791 1.773
C -1.426 3.209 3.458
C -4.046 -2.699 -4.132
C -1.798 3.006 -5.963
C -7.571 0.531 -5.087
C -0.850 -1.094 3.429
C 3.378 -1.224 2.695
C -3.039 -2.072 3.412
C 3.957 5.271 -2.456
C 1.649 3.171 5.488
C -2.641 -4.828 0.679
C -2.724 1.763 -2.679
C -3.971 -0.874 2.977
C -1.644 -4.227 -0.305
C -4.570 -4.997 -0.740
C -0.112 -4.694 -2.135
C 2.162 -5.530 1.410
C 2.699 -6.129 4.160
C 2.124 4.803 7.229
C 1.110 -5.320 2.573
C 0.492 2.629 -5.287
C -3.476 -0.846 0.600
C -5.803 -1.041 -4.406
C 0.074 1.445 0.586
C 1.454 0.198 -0.895
C -2.533 2.060 -4.993
H 6.884 2.875 1.022
H -5.210 -4.235 -0.297
H 5.364 3.229 1.775
H -8.224 0.425 -4.222
H 0.589 -6.270 2.693
H 0.618 2.090 1.276
H -1.758 4.122 2.964
H 2.288 0.257 -0.196
H -2.678 0.688 -2.857
H 0.092 -0.114 -3.290
H -3.604 0.125 3.210
H 2.928 5.365 6.752
H 3.190 5.929 -2.865
H 0.384 -5.530 -2.627
H -3.950 -3.721 -4.501
H 1.765 4.914 -1.005
H 0.384 -1.922 -3.505
H -1.164 -1.228 -3.657
H -3.100 -2.073 4.500
H -1.176 -0.065 3.275
H 5.403 2.776 0.068
H 3.149 -5.787 5.092
H 2.627 -4.009 -0.742
H 0.302 -4.624 2.343
H 0.828 1.784 4.027
H -2.175 -5.354 1.512
H 2.137 3.485 -1.799
H -8.109 0.569 -6.034
H 3.186 -0.788 3.676
H -1.250 2.338 2.827
H 2.840 -6.376 1.519
H -1.634 3.999 -5.544
H 5.629 6.409 -3.304
H 2.532 -1.120 2.015
H 0.087 -1.245 2.892
H -3.847 -0.962 -0.419
H 5.995 5.483 -1.919
H 1.538 -1.826 -1.201
H -4.253 -2.905 -3.082
H -0.899 1.921 0.460
H -6.880 1.366 -4.965
H -4.892 -0.970 3.552
H -0.155 0.498 1.076
H -3.104 -3.993 1.204
H -0.559 -4.095 -2.929
H 1.656 -5.655 0.453
H 5.394 6.760 0.386
H -2.371 1.037 -5.334
H 0.596 -1.454 0.171
H -2.165 2.840 4.169
H -3.616 2.186 -5.024
H -0.683 -1.309 4.484
H 4.188 4.575 -3.262
H -3.926 -4.609 -1.529
H 1.956 0.296 -1.858
H 2.416 3.425 4.757
H 0.265 2.125 -4.347
H 1.449 2.309 -5.698
H 1.622 5.443 7.954
H -5.407 -5.570 -1.139
H 2.483 4.094 7.974
H -3.548 -3.030 3.307
H -3.767 2.067 -2.592
H 2.339 3.521 -0.016
H 4.474 8.161 0.185
H -3.262 -1.990 -4.398
H 0.559 -4.016 -1.608
H -2.877 -1.750 0.710
H -0.119 1.959 5.422
H 2.323 -7.133 4.359
H 2.105 2.492 6.208
H -0.760 -3.920 0.254
H 3.706 -2.256 2.821
H 3.653 6.672 -0.161
H -2.971 0.110 0.733
H -2.038 -3.350 -0.818
H 0.707 3.657 -4.995
H 3.797 -2.961 -0.064
H 3.482 -6.237 3.410
H 4.027 -4.785 -0.211
H -2.236 1.847 -1.708
H -2.254 3.084 -6.950
*
```

Atom charges from the Löwdin analysis, given in e for atoms 1 to 6: O -0.191; O -0.207; O -0.060; O -0.175; O -0.164; O 0.134



C31H67BN5O19Sr2 | ωB97M-V/def2-TZVPD

Summary:
E_tot in Eh: -3011.07557
Kohn-Sham gap in eV: 7.73
Lowest unoccupied orbital energy in hartree: -0.0999
Max |F| in eV/Å: 4.1

The geometry in ORCA input format:
```
! wB97M-V def2-TZVPD RIJCOSX def2/J DEFGRID3
* xyz 1 1
Sr -7.440 -11.204 30.963
Sr -11.358 -9.643 33.953
O -7.398 -9.065 29.642
O -6.242 -12.218 35.478
O -7.888 -14.757 27.799
O -8.277 -12.082 36.510
O -5.623 -12.935 39.899
O -6.989 -14.068 36.937
O -6.821 -6.396 33.580
O -18.459 -13.354 31.373
O -9.524 -10.298 32.189
O -5.058 -10.513 31.252
O -11.628 -13.139 25.866
O -6.806 -10.948 33.605
O -11.524 -10.859 31.824
O -6.601 -15.500 38.657
O -11.890 -9.327 36.537
O -6.334 -12.039 37.943
O -7.595 -13.508 32.236
O -9.886 -11.546 30.493
O -9.339 -10.718 35.057
N -7.286 -11.921 28.534
N -5.208 -13.093 30.558
N -12.771 -11.441 28.997
N -10.190 -7.531 34.748
N -15.283 -11.493 31.636
C -16.081 -12.684 31.474
C -12.465 -12.564 28.106
C -8.438 -12.398 27.751
C -12.075 -12.077 26.699
C -13.564 -13.603 28.180
C -9.944 -7.849 36.210
C -4.917 -9.141 31.721
C -10.348 -10.866 31.410
C -6.142 -13.032 38.803
C -8.210 -16.053 28.097
C -8.396 -11.403 35.412
C -7.616 -9.459 28.298
C -6.597 -14.382 38.163
C -12.472 -9.996 37.604
C -17.535 -12.499 31.970
C -7.881 -7.755 30.001
C -19.856 -12.992 31.325
C -3.903 -12.411 30.230
C -7.061 -11.491 34.672
C -8.794 -13.810 28.258
C -6.700 -10.679 28.008
C -6.473 -14.363 32.415
C -5.779 -5.548 34.120
C -15.303 -13.879 32.135
C -7.933 -6.486 34.441
C -8.715 -14.164 32.776
C -11.342 -7.982 36.871
C -11.094 -12.703 24.646
C -5.192 -13.635 31.983
C -8.922 -7.545 33.974
C -3.760 -11.130 31.110
B -6.905 -12.576 36.722
H -12.180 -7.324 36.639
H -8.566 -5.622 34.670
H -13.386 -9.479 37.909
H -3.260 -11.197 32.077
H -6.666 -10.792 26.921
H -9.592 -13.574 32.511
H -9.336 -8.732 36.398
H -12.101 -10.709 28.793
H -20.418 -13.801 30.858
H -11.193 -7.912 37.949
H -7.361 -16.662 27.784
H -7.846 -7.535 31.067
H -9.272 -11.697 27.700
H -5.299 -5.987 34.995
H -8.412 -8.503 34.076
H -15.920 -14.774 32.055
H -13.770 -13.810 29.231
H -11.562 -13.003 28.539
H -17.817 -11.513 31.584
H -9.483 -7.000 36.717
H -20.185 -12.853 32.355
H -11.889 -12.843 23.910
H -8.877 -15.137 32.308
H -17.644 -12.343 33.046
H -5.091 -5.419 33.286
H -4.710 -8.493 30.869
H -11.333 -11.289 26.845
H -5.874 -8.845 32.153
H -6.682 -12.698 28.293
H -6.540 -15.218 31.740
H -12.979 -11.625 26.283
H -14.350 -13.966 31.614
H -9.124 -16.396 27.609
H -5.662 -10.486 28.277
H -8.920 -7.588 29.708
H -16.039 -12.905 30.405
H -3.882 -12.190 29.162
H -10.795 -11.663 24.509
H -9.010 -13.709 29.323
H -4.233 -8.877 32.529
H -12.533 -11.588 29.970
H -4.268 -14.188 32.151
H -5.224 -13.907 29.956
H -14.308 -11.755 31.660
H -8.686 -9.634 28.166
H -6.147 -4.541 34.322
H -8.617 -14.324 33.851
H -11.790 -9.923 38.452
H -10.304 -13.371 24.302
H -3.098 -13.146 30.304
H -15.491 -10.950 30.809
H -7.679 -6.781 35.462
H -10.469 -6.557 34.749
H -9.165 -7.330 32.933
H -3.007 -10.611 30.511
H -8.289 -16.138 29.184
H -9.696 -14.035 27.683
H -7.466 -8.607 27.632
H -5.228 -12.751 32.623
H -13.261 -14.539 27.709
H -20.064 -12.188 30.617
H -12.842 -11.015 37.489
H -6.410 -14.615 33.474
H -14.540 -13.409 27.733
H -8.145 -12.367 26.698
H -15.232 -13.721 33.212
H -7.370 -6.941 29.483
*
```

Atom charges from the Löwdin analysis, given in e for atoms 1 to 6: Sr 1.591; Sr 1.714; O -0.328; O 0.254; O -0.180; O 0.277



C6H7N | ωB97M-V/def2-TZVPD

Summary:
E_tot in Eh: -287.45233
Kohn-Sham gap in eV: 9.07
ΔE to the lowest compared entry with this formula, charge and spin in eV: 3.671
Lowest unoccupied orbital energy in hartree: 0.0022
Max |F| in eV/Å: 1.3

The geometry in ORCA input format:
```
! wB97M-V def2-TZVPD RIJCOSX def2/J DEFGRID3
* xyz 0 1
N -0.803 3.138 -0.278
C -1.046 -0.396 -0.045
C 1.299 -1.179 -0.407
C -0.088 -1.599 -0.114
C 1.267 0.287 -0.156
C -0.102 0.718 0.442
C -0.505 2.068 0.050
H 0.177 -1.921 0.921
H 2.142 0.695 0.358
H -0.045 0.695 1.538
H -1.434 -0.160 -1.042
H 1.344 0.637 -1.203
H -0.457 -2.495 -0.618
H -1.902 -0.545 0.619
*
```

Atom charges from the Löwdin analysis, given in e for atoms 1 to 6: N 0.147; C -0.152; C 0.066; C -0.241; C -0.204; C -0.315



C38H35F3N5P2ReS2 | ωB97M-V/def2-TZVPD

Summary:
E_tot in Eh: -3599.67333
Kohn-Sham gap (spin up / spin down) in eV: 7.03 / 6.63
ΔE to the lowest compared entry with this formula, charge and spin in eV: 0.067
Lowest unoccupied orbital energy (spin up / spin down) in hartree: -0.0737 / -0.0772
Max |F| in eV/Å: 0.5

The geometry in ORCA input format:
```
! wB97M-V def2-TZVPD RIJCOSX def2/J DEFGRID3
* xyz 1 2
Re -0.733 -0.113 0.161
S -1.452 2.221 0.257
S -1.744 -1.747 -1.183
P -1.324 2.007 -1.742
P -0.569 -0.896 -2.629
F 8.545 2.842 -1.816
F 7.742 4.812 -1.411
F 7.904 4.107 -3.447
N -0.956 -1.519 4.349
N -1.251 -0.924 2.088
N 2.545 0.955 2.837
N 1.004 0.583 1.119
N 0.642 -0.234 3.290
C -0.833 -0.869 5.649
C 1.920 -1.875 -1.869
C -2.065 -2.455 4.273
C 1.370 0.462 2.346
C -0.580 5.833 -2.888
C -2.932 1.608 -2.464
C 3.849 3.498 -1.995
C 0.127 5.672 -4.071
C 5.132 4.010 -2.035
C -1.295 -0.086 -6.537
C 3.039 -2.676 -2.008
C 0.406 4.399 -4.551
C 3.645 2.115 -2.021
C -2.646 -1.294 -4.424
C 6.220 3.148 -2.105
C 2.195 -3.503 -4.099
C -1.012 4.719 -2.184
C 4.743 1.259 -2.096
C 7.606 3.725 -2.191
C -1.357 -0.813 -4.244
C 0.934 -1.867 -2.857
C -0.024 3.284 -3.850
C 2.315 1.585 -1.977
C 3.181 -3.489 -3.126
C 6.027 1.775 -2.140
C -0.741 3.442 -2.668
C 1.074 -2.696 -3.968
C 1.199 1.125 -1.972
C -4.468 1.717 -4.317
C -3.230 2.005 -3.767
C -0.152 0.666 -1.894
C -0.585 -0.882 3.189
C -2.585 -0.579 -6.717
C -5.131 0.645 -2.270
C -3.255 -1.184 -5.667
C -3.897 0.938 -1.715
C -0.679 -0.208 -5.305
C -5.418 1.033 -3.573
H -3.063 -0.490 -7.683
H 2.293 -4.144 -4.965
H -1.923 -3.140 3.437
H -4.690 2.033 -5.328
H -3.035 -1.953 4.177
H 0.337 0.151 -5.172
H -0.795 6.824 -2.512
H 0.006 -0.180 5.686
H -2.078 -3.044 5.187
H -2.504 2.545 -4.361
H 0.467 6.541 -4.619
H 4.055 -4.118 -3.230
H -1.737 -0.301 5.891
H 6.878 1.112 -2.197
H -3.174 -1.744 -3.592
H 3.799 -2.673 -1.238
H 2.601 1.205 3.810
H -0.771 0.381 -7.359
H 3.097 1.526 2.219
H -0.680 -1.628 6.414
H -2.128 -1.414 2.204
H 4.583 0.189 -2.126
H 0.966 4.275 -5.469
H 0.206 2.294 -4.221
H -4.258 -1.564 -5.807
H 1.618 1.180 0.567
H -3.685 0.657 -0.691
H 1.179 -0.513 4.096
H -1.551 4.844 -1.252
H 1.801 -1.254 -0.988
H 0.313 -2.725 -4.736
H -5.875 0.126 -1.681
H -6.387 0.813 -4.001
H 5.293 5.079 -2.011
H 2.993 4.158 -1.947
*
```

Atom charges from the Löwdin analysis, given in e for atoms 1 to 6: Re 0.594; S 0.353; S 0.343; P 0.585; P 0.621; F 0.140